{"formula": "C25H74N6O9", "method": "the ωB97M-V functional and the def2-TZVPD basis", "orbital_gap_ev": 9.2, "multiplicity": 1, "charge": 0, "de_lowest_kcal_mol": 40.4, "e_homo_ha": -0.3238, "smiles": "COC[C@H](C)N.COC[C@H](C)N.COC[C@H](C)N.COC[C@H](C)N.COC[C@H](C)N.COC[C@H](C)N.CO.O.O", "symbols": ["C", "O", "C", "C", "C", "N", "H", "H", "H", "H", "H", "H", "H", "H", "H", "H", "H", "C", "O", "C", "C", "C", "N", "H", "H", "H", "H", "H", "H", "H", "H", "H", "H", "H", "C", "O", "C", "C", "C", "N", "H", "H", "H", "H", "H", "H", "H", "H", "H", "H", "H", "C", "O", "C", "C", "C", "N", "H", "H", "H", "H", "H", "H", "H", "H", "H", "H", "H", "C", "O", "C", "C", "C", "N", "H", "H", "H", "H", "H", "H", "H", "H", "H", "H", "H", "C", "O", "C", "C", "C", "N", "H", "H", "H", "H", "H", "H", "H", "H", "H", "H", "H", "C", "O", "H", "H", "H", "H", "O", "H", "H", "O", "H", "H"], "xyz": [[-0.96272, 6.17479, -5.65800], [-0.50157, 5.26203, -4.75104], [-1.21093, 5.28163, -3.48497], [-0.63945, 4.23064, -2.44609], [-0.72958, 2.81484, -3.05964], [-1.29671, 4.31774, -1.18474], [-0.73915, 7.17390, -5.28400], [-1.95958, 6.01438, -6.06866], [-0.26049, 6.07616, -6.48581], [-1.26923, 6.27676, -3.04404], [-2.25058, 5.03791, -3.70366], [0.43390, 4.29451, -2.26737], [-1.69987, 2.48481, -3.43074], [-0.47238, 2.00586, -2.37589], [-0.07349, 2.82715, -3.92998], [-1.08451, 5.23719, -0.82460], [-0.77975, 3.60845, -0.68498], [2.87404, 3.39501, 3.32676], [2.33703, 4.30263, 2.36076], [2.17035, 5.66278, 2.71189], [3.11773, 6.54031, 1.82081], [2.70115, 6.77507, 0.38495], [4.48040, 5.96673, 1.71062], [3.73791, 3.80481, 3.85010], [3.26232, 2.47750, 2.88459], [2.09774, 3.09772, 4.03181], [1.11933, 5.71765, 2.42826], [2.22532, 5.94589, 3.76304], [3.22914, 7.51723, 2.29123], [2.39263, 5.84854, -0.09927], [3.34572, 7.34259, -0.28628], [1.73242, 7.27399, 0.35774], [4.86569, 6.07352, 2.63811], [4.32897, 4.97006, 1.64884], [-1.60245, -5.88569, 0.88440], [-2.03027, -7.00981, 0.19400], [-1.04512, -8.00331, 0.09467], [-1.58335, -9.28082, -0.47057], [-2.69419, -9.86023, 0.31314], [-0.59321, -10.30679, -0.77345], [-1.31272, -5.99389, 1.92961], [-2.46381, -5.22190, 0.81000], [-0.73970, -5.41925, 0.40880], [-0.34203, -7.51492, -0.58004], [-0.64438, -8.18224, 1.09242], [-2.04510, -8.91437, -1.38741], [-2.99290, -10.79691, -0.15752], [-3.49609, -9.13063, 0.42596], [-2.39805, -9.94787, 1.35848], [-0.09461, -9.93661, -1.56998], [-1.15883, -11.06491, -1.12761], [-0.98643, -2.11564, -1.11148], [0.08971, -1.28844, -0.77361], [-0.26277, -0.18034, 0.03882], [0.82354, 1.00980, 0.01041], [2.14277, 0.74081, 0.64754], [0.20186, 2.20859, 0.57716], [-0.67894, -3.10781, -1.44185], [-1.46750, -1.73124, -2.01087], [-1.73310, -2.31060, -0.34168], [-1.20709, 0.20278, -0.34794], [-0.43253, -0.56672, 1.04380], [1.11932, 1.18369, -1.02418], [2.61514, -0.18069, 0.30721], [2.16740, 0.55171, 1.72073], [2.90611, 1.49146, 0.44277], [0.93832, 2.81875, 0.90186], [-0.41408, 1.90120, 1.31623], [7.53125, -3.49829, 0.12119], [6.50266, -2.41519, -0.04364], [6.99501, -1.39977, -0.92261], [6.24630, -0.08516, -0.72753], [5.93422, 0.40480, 0.74865], [4.97999, -0.03012, -1.38829], [8.52084, -3.11791, 0.37443], [7.64467, -4.04071, -0.81743], [7.21570, -4.22933, 0.86558], [8.04208, -1.13673, -0.77241], [6.96013, -1.71058, -1.96678], [6.93642, 0.70825, -1.01448], [5.21905, -0.30479, 1.16472], [5.55566, 1.41395, 0.91114], [6.80823, 0.36940, 1.39901], [4.38527, -0.68604, -0.90231], [5.08354, -0.25363, -2.36779], [-4.56144, -2.27533, 1.83731], [-5.93107, -2.14151, 1.92715], [-6.50092, -1.16745, 1.07344], [-6.75430, -1.69434, -0.46153], [-7.26706, -0.59694, -1.35287], [-7.74738, -2.78866, -0.59483], [-4.14467, -2.51836, 0.85990], [-4.15083, -2.95659, 2.58256], [-4.09627, -1.29712, 1.95902], [-7.50355, -0.87702, 1.38726], [-5.90504, -0.25891, 0.98649], [-5.85106, -2.15285, -0.86403], [-8.12203, -0.09981, -0.89462], [-7.43859, -1.01489, -2.34483], [-6.48928, 0.16519, -1.40098], [-7.67454, -3.24828, 0.30158], [-8.68194, -2.41281, -0.66846], [-1.93398, 3.99700, 3.48926], [-2.86990, 3.33845, 2.70108], [-1.13132, 3.26953, 3.36830], [-1.56494, 4.90584, 3.01395], [-2.21499, 4.09041, 4.53826], [-3.59278, 3.91664, 2.44664], [-2.18162, 0.71988, 2.95413], [-2.35797, 1.64585, 2.78766], [-2.60741, 0.54145, 3.79264], [1.75574, -3.16394, -2.55414], [1.42547, -2.38664, -2.10363], [2.42562, -3.51493, -1.96736]], "forces_ev_per_a": [[1.3, 0.8, -1.2], [-0.1, -1.4, 2.6], [0.5, -1.0, -0.1], [-0.1, -0.6, -2.6], [-0.3, 0.1, -0.4], [-0.8, 0.2, -0.2], [-0.8, 0.5, 0.0], [-0.3, 0.1, 0.4], [-0.2, 0.0, -0.4], [0.5, 0.4, 0.0], [-0.2, -0.4, 0.2], [0.4, 0.9, -0.6], [-0.4, 0.6, 0.0], [0.5, 0.3, 0.2], [0.2, -0.3, 0.1], [0.0, 0.0, 0.6], [-0.3, -0.1, 1.2], [0.1, 0.3, 0.1], [1.1, -1.5, 0.4], [-0.6, 0.2, -1.6], [0.9, 0.2, -0.4], [-2.3, -0.3, -0.3], [-0.5, 0.1, 1.1], [-0.1, 0.4, 0.2], [-0.3, 0.2, -0.6], [0.0, 0.1, 0.2], [-0.2, 1.3, 0.0], [0.5, -0.5, 0.2], [-0.1, 0.1, 0.2], [0.6, -0.4, -0.1], [0.4, -0.2, 0.6], [-0.2, 0.5, 0.2], [0.6, 0.0, 0.2], [0.1, -0.4, -0.4], [-0.4, 1.0, -0.4], [-1.2, -0.9, 0.3], [0.8, 0.5, 0.5], [-0.8, 0.9, -1.3], [-0.4, 0.5, 1.3], [0.1, 0.7, 0.2], [-0.2, -0.6, 0.3], [0.2, 0.4, 0.3], [0.2, 0.2, -0.3], [1.0, -0.7, 0.0], [0.5, 0.0, 0.1], [-0.2, -0.1, -0.6], [-0.4, 0.0, 0.4], [-0.3, -0.2, -0.6], [0.3, -0.9, 0.1], [0.5, -0.3, -0.2], [0.3, -0.4, -0.1], [-0.7, -0.6, -1.0], [1.1, -0.2, 0.1], [0.8, 0.8, -0.3], [-0.8, -1.1, -0.3], [1.5, -1.5, 0.9], [-0.3, -0.5, -0.8], [0.7, 0.0, 0.3], [-0.5, 0.4, 0.1], [0.1, 0.5, 0.4], [-0.1, 0.4, 0.1], [0.0, 0.3, 0.4], [-0.6, 0.1, -0.4], [-0.2, -0.2, -0.6], [-0.6, 0.4, 0.4], [-0.3, 0.4, -0.1], [-0.1, 0.2, 0.5], [0.1, 0.4, 0.4], [-1.2, 0.9, -0.7], [2.2, -1.2, 0.1], [0.1, 0.4, 1.0], [0.0, 1.5, 1.7], [0.7, -1.6, 0.2], [-0.2, 0.5, -0.4], [-0.2, 0.4, 0.2], [-0.1, 0.0, -0.2], [-0.3, 0.4, 0.1], [0.4, -0.5, 0.6], [-0.4, -0.1, -0.2], [-0.1, 0.0, -1.0], [-0.1, 0.1, 0.2], [-0.2, 0.0, -1.0], [0.3, -0.3, -0.1], [-0.3, -0.2, -0.5], [-0.4, -0.3, -0.1], [1.6, 1.1, -0.4], [-1.6, -0.1, -0.1], [-0.4, -0.9, -2.7], [-0.5, -0.4, 0.9], [1.3, 0.7, 0.4], [0.8, 0.2, 1.1], [-0.5, -0.8, -0.4], [-0.4, 0.0, 0.0], [0.2, 0.3, 0.6], [0.1, -0.2, 0.6], [0.4, 0.1, 0.3], [0.4, 0.4, 0.1], [-0.4, -0.2, -0.3], [-0.3, 0.3, 0.1], [0.0, 0.2, -0.4], [-0.4, -0.8, 0.1], [-0.2, 0.1, 0.1], [1.5, -0.7, -0.4], [-1.6, 0.1, -0.6], [0.7, 0.4, 0.9], [-0.2, 0.3, 0.3], [-0.1, 0.3, 0.0], [-0.1, 0.0, 0.0], [0.5, -0.7, -0.1], [-0.5, 0.5, -0.2], [-0.1, -0.1, 0.2], [0.0, -0.3, -0.3], [-0.2, 0.4, 0.3], [0.2, -0.1, 0.1]], "mulliken_charge": [-0.793, -0.315, -0.720, 0.873, -1.245, -0.749, 0.332, 0.292, 0.264, 0.384, 0.365, 0.063, 0.338, -0.076, 0.397, 0.294, 0.351, -0.810, -0.061, -0.736, 0.586, -1.512, -0.787, 0.388, 0.089, 0.320, 0.226, 0.357, 0.490, 0.198, 0.394, 0.362, 0.286, 0.214, -0.616, -0.304, -0.700, 0.534, -1.363, -0.745, 0.323, 0.211, 0.231, 0.319, 0.321, 0.226, 0.378, 0.327, 0.312, 0.276, 0.274, -0.755, -0.349, -0.921, 0.547, -1.595, -0.060, 0.305, 0.372, 0.233, 0.550, 0.500, -0.128, 0.213, 0.359, 0.500, 0.153, -0.059, -0.769, -0.312, -0.764, 0.082, -1.146, -0.482, 0.321, 0.316, 0.249, 0.443, 0.383, 0.372, 0.295, 0.181, 0.469, 0.138, 0.255, -0.508, -0.397, -0.673, 0.540, -1.534, -0.674, 0.168, 0.333, 0.270, 0.371, 0.284, 0.150, 0.354, 0.420, 0.403, 0.246, 0.264, -0.380, -0.578, 0.036, 0.285, 0.307, 0.277, -0.629, 0.398, 0.270, -0.638, 0.371, 0.302]}